# C10H30O5

A cluster of 5 separate species, C10H30O5 in total at a distorted geometry (ωB97M-V/def2-TZVPD, OMol25).

```
45
Properties=species:S:1:pos:R:3:nbo_charge:R:1
O -0.62484 2.61313 1.61044 -0.766
O 3.59578 0.95814 1.96130 -0.731
O -3.09100 -1.75900 -0.03207 -0.732
O 1.70337 -1.44747 -3.91927 -0.709
O -1.26273 0.01229 1.04105 -0.764
C -5.47679 -1.19972 0.08640 -0.650
C 0.77326 0.18287 -2.56542 -0.657
C 3.35862 0.13900 0.77281 -0.069
C -0.05064 -2.08646 1.53319 -0.644
C 0.02636 3.88892 -0.28004 -0.636
C 1.47782 -1.15581 -2.57478 -0.067
C 0.51564 3.32498 1.07909 -0.064
C -4.15568 -1.07215 -0.70656 -0.076
C -0.59410 -0.72213 2.02932 -0.071
C 4.23610 -1.05631 0.56364 -0.635
H 0.83259 4.14352 -0.96798 0.196
H 1.33857 2.61573 0.99047 0.161
H 0.54172 0.45099 -1.53459 0.215
H -1.28327 -0.85944 2.86256 0.160
H 2.36042 -1.22956 -1.93944 0.155
H 3.81260 -1.93336 1.05305 0.205
H -0.55931 4.75955 0.01505 0.211
H -0.80812 1.79419 1.14424 0.495
H -3.80229 -0.05780 -0.89181 0.189
H -0.17271 0.23173 -3.10474 0.216
H 0.86470 4.02760 1.83578 0.179
H 3.56477 0.69427 -0.14221 0.153
H -6.34252 -0.80552 -0.44578 0.221
H 0.11720 -0.09641 2.56842 0.197
H 2.33578 -0.23465 0.72512 0.187
H 0.65606 -2.14453 0.70537 0.207
H -0.55958 3.19127 -0.87842 0.208
H 4.49644 1.28516 2.02015 0.470
H -3.44762 -2.60581 0.24603 0.479
H -0.81511 -2.82665 1.29692 0.203
H 4.26947 -1.25134 -0.50826 0.207
H 2.30781 -0.76929 -4.22963 0.460
H 0.74706 -1.85824 -2.17391 0.180
H 0.36451 -2.48351 2.45953 0.211
H -2.01933 -0.50172 0.74959 0.501
H -4.48135 -1.35378 -1.70792 0.166
H 5.27024 -0.99451 0.90252 0.212
H -5.82408 -2.22779 0.18915 0.205
H 1.22002 1.12173 -2.89262 0.205
H -5.41580 -0.70214 1.05428 0.215
```

Properties
ΔE to the lowest compared entry with this formula, charge and spin, kcal/mol: 42.09
Maximum force, eV/Å: 2.481
LUMO, eV: 0.6
Highest occupied orbital energy, eV: -9.2
Orbital gap, eV: 9.8381

# C3H7NO2S

A cluster of 2 separate species, C3H7NO2S in total at a distorted geometry (ωB97M-V/def2-TZVPD, OMol25).

```
14
Properties=species:S:1:pos:R:3:nbo_charge:R:1
S -0.41058 -0.99786 0.13830 2.138
O 0.03151 -1.87099 -0.91173 -0.960
O -0.33982 -1.43342 1.50724 -0.932
N 3.47906 -0.81841 -0.41807 -0.585
C 0.52636 0.44611 -0.07591 -0.752
C -2.16821 -0.36969 -0.24826 -0.824
C 2.54066 -0.01684 -0.14486 0.209
H -2.42464 0.18685 -1.23657 0.244
H -2.64659 -1.23893 -0.10654 0.226
H -2.28632 0.39414 0.50990 0.226
H 3.13033 -1.74010 -0.64479 0.363
H 2.86775 1.00946 0.07665 0.147
H 0.49643 0.85988 0.95902 0.251
H 0.28063 0.92818 -1.00095 0.247
```

Properties
ΔE to the lowest compared entry with this formula, charge and spin, kcal/mol: 113.73
Maximum force, eV/Å: 4.709
LUMO, eV: 0.4
Highest occupied orbital energy, eV: -9.8
Orbital gap, eV: 10.2652